Density functional theory data (wB97M-V/def2-TZVPD) for a single C32H36N4O2 molecule at a distorted geometry.

Computed properties:
Lowest unoccupied orbital energy in Ha: 0.022
E_HOMO in eV: -7.53
Relative energy (zero: lowest compared OMol25 entry of this formula, charge and spin) in eV: 1.3953
Orbital gap in eV: 8.119

```
! wB97M-V def2-TZVPD RIJCOSX def2/J DEFGRID3
* xyz 0 1
C 5.067 3.751 -1.277
C 3.781 3.074 -1.597
C 2.574 3.593 -1.372
C 1.338 2.916 -1.681
C 0.132 3.406 -1.382
C -1.164 2.823 -1.802
O -1.958 3.493 -2.444
N -1.434 1.539 -1.474
C -2.666 0.933 -1.952
C -2.883 -0.279 -1.058
C -1.450 -0.678 -0.647
C -0.944 -1.638 -1.699
C -0.138 -1.311 -2.775
C 0.177 -2.257 -3.739
C -0.329 -3.540 -3.645
C -1.145 -3.883 -2.583
C -1.454 -2.939 -1.613
N -2.330 -3.211 -0.567
C -1.906 -2.786 0.751
N -0.818 -3.610 1.264
C -0.899 -5.043 1.241
C 0.358 -2.909 1.284
C 1.643 -3.363 1.536
C 2.656 -2.420 1.625
C 2.393 -1.068 1.519
C 1.096 -0.607 1.277
C 0.106 -1.545 1.096
C -1.350 -1.337 0.750
C -1.994 -0.447 1.821
C -1.677 1.033 1.532
N -0.497 1.227 0.711
C 0.804 0.882 1.274
C 1.097 1.415 2.685
O 0.160 2.074 3.489
C 1.242 2.841 3.020
C 0.916 3.888 1.984
C 2.262 3.261 4.056
C -0.666 0.658 -0.615
H 4.897 4.728 -0.833
H 5.652 3.144 -0.585
H 5.662 3.874 -2.183
H 3.867 2.090 -2.041
H 2.485 4.577 -0.929
H 1.438 1.968 -2.193
H 0.045 4.392 -0.946
H -3.476 1.665 -1.902
H -2.541 0.637 -3.000
H -3.488 -0.017 -0.195
H -3.383 -1.088 -1.588
H 0.234 -0.306 -2.897
H 0.807 -1.982 -4.571
H -0.093 -4.275 -4.400
H -1.560 -4.880 -2.509
H -2.670 -4.165 -0.571
H -2.776 -2.889 1.416
H -1.924 -5.343 1.464
H -0.601 -5.471 0.275
H -0.247 -5.449 2.014
H 1.856 -4.413 1.660
H 3.669 -2.751 1.802
H 3.195 -0.352 1.624
H -1.586 -0.734 2.792
H -3.074 -0.601 1.860
H -1.548 1.575 2.466
H -2.496 1.506 0.985
H 1.545 1.372 0.619
H 1.718 0.718 3.247
H 1.808 4.119 1.406
H 0.142 3.517 1.318
H 0.565 4.796 2.470
H 1.931 4.168 4.559
H 2.391 2.481 4.802
H 3.217 3.456 3.574
H 0.339 0.509 -1.018
*
```